A | {
  "formula": "C3H13N4",
  "method": "wB97M-V/def2-TZVPD",
  "e_lumo_ev": -4.1,
  "charge": 1,
  "homo_ev": -12.43,
  "homo_lumo_gap_ev": 8.3,
  "symbols": ["C", "N", "C", "N", "H", "H", "H", "H", "H", "H", "H", "N", "C", "N", "H", "H", "H", "H", "H", "H"],
  "positions_angstrom": [[-0.265, 2.283, -1.623], [-2.334, 0.572, 0.884], [-1.563, 0.785, -0.184], [-1.019, 1.961, -0.432], [-0.735, 3.067, -2.218], [-0.197, 1.371, -2.241], [0.748, 2.593, -1.345], [-2.351, 1.322, 1.583], [-2.427, -0.338, 1.242], [-1.399, 0.007, -0.921], [-1.211, 2.745, 0.219], [1.989, -1.569, -0.549], [1.841, -2.239, 0.789], [0.645, -1.913, 1.651], [1.168, -1.795, -1.148], [1.982, -0.519, -0.429], [1.755, -3.367, 0.531], [2.778, -2.098, 1.369], [0.771, -0.903, 1.802], [-0.179, -1.962, 1.021]]
}

***

B | {
  "formula": "C3H13N4",
  "method": "wB97M-V/def2-TZVPD",
  "e_lumo_ev": -3.0,
  "charge": 1,
  "homo_ev": -13.47,
  "homo_lumo_gap_ev": 10.5,
  "symbols": ["C", "C", "C", "N", "N", "N", "N", "H", "H", "H", "H", "H", "H", "H", "H", "H", "H", "H", "H", "H"],
  "positions_angstrom": [[0.536, -1.982, 0.239], [1.388, -0.742, 0.527], [1.045, 0.609, 0.114], [2.012, 1.708, 0.248], [-0.704, 2.076, -0.621], [-0.189, 0.870, -0.248], [-2.431, -0.683, -0.202], [-0.180, -2.212, 1.144], [0.039, -2.019, -0.663], [1.308, -2.874, 0.366], [2.352, -0.910, 0.166], [1.316, -0.712, 1.658], [2.926, 1.334, -0.015], [1.751, 2.606, -0.225], [-0.584, 2.871, -0.082], [-1.261, 2.132, -1.475], [-0.768, -0.021, -0.578], [-2.938, -0.857, -1.070], [-2.870, -1.363, 0.512], [-2.749, 0.169, 0.207]]
}

***

Relative energies, kJ/mol: A 0.0; B 72.9.

***

A | {
  "formula": "C3H13N4",
  "method": "wB97M-V/def2-TZVPD",
  "e_lumo_ev": -2.6,
  "charge": 1,
  "homo_ev": -13.74,
  "homo_lumo_gap_ev": 11.1,
  "symbols": ["C", "C", "C", "N", "N", "N", "N", "H", "H", "H", "H", "H", "H", "H", "H", "H", "H", "H", "H", "H"],
  "positions_angstrom": [[-1.491, -1.641, 0.190], [0.026, -1.741, 0.245], [0.767, -0.137, 0.146], [0.228, 0.961, -0.178], [2.957, 0.942, 0.630], [2.050, -0.115, 0.577], [-2.163, 1.731, -0.924], [-2.053, -1.603, 1.128], [-1.706, -0.821, -0.470], [-1.859, -2.510, -0.351], [0.579, -2.259, -0.553], [0.351, -2.043, 1.284], [0.837, 1.771, 0.124], [-0.846, 1.087, -0.410], [3.462, 0.954, -0.226], [3.640, 0.796, 1.387], [2.395, -1.059, 0.867], [-3.004, 1.186, -0.712], [-2.174, 2.804, -0.878], [-1.996, 1.697, -1.877]]
}

***

B | {
  "formula": "C3H13N4",
  "method": "wB97M-V/def2-TZVPD",
  "e_lumo_ev": -3.4,
  "charge": 1,
  "homo_ev": -12.47,
  "homo_lumo_gap_ev": 9.1,
  "symbols": ["C", "N", "C", "N", "H", "H", "H", "H", "H", "H", "H", "N", "C", "N", "H", "H", "H", "H", "H", "H"],
  "positions_angstrom": [[-0.531, -1.371, 2.486], [-1.419, -1.698, -1.053], [-0.903, -1.314, 0.100], [-1.143, -1.872, 1.253], [-0.886, -1.954, 3.330], [-0.820, -0.339, 2.670], [0.552, -1.444, 2.419], [-1.880, -2.591, -1.163], [-1.014, -1.310, -1.892], [-0.220, -0.466, 0.103], [-1.730, -2.695, 1.266], [0.853, 2.711, -2.002], [0.582, 1.631, -1.080], [1.602, 1.133, -0.159], [0.977, 3.584, -1.500], [1.718, 2.558, -2.511], [-0.284, 1.949, -0.494], [0.264, 0.758, -1.661], [2.451, 0.911, -0.667], [1.832, 1.816, 0.554]]
}

***

Relative energies, kJ/mol: A 127.1; B 0.0.

***

A | {
  "formula": "C4H6NS",
  "method": "wB97M-V/def2-TZVPD",
  "e_lumo_ev": [-5.7, -8.1],
  "charge": 1,
  "homo_ev": [-14.32, -12.42],
  "homo_lumo_gap_ev": [8.6, 4.3],
  "symbols": ["C", "C", "C", "C", "N", "S", "H", "H", "H", "H", "H", "H"],
  "positions_angstrom": [[2.142, -0.309, 0.316], [2.555, 1.036, -0.137], [-1.839, 0.303, -0.116], [-1.962, -1.249, 0.181], [-0.840, -0.599, -0.322], [3.708, -0.441, 0.107], [2.424, 1.519, -1.003], [2.691, 1.567, 0.798], [-2.439, 0.593, -0.958], [-1.717, 1.172, 0.422], [-1.869, -1.980, 1.040], [-2.852, -1.613, -0.327]]
}

***

B | {
  "formula": "C4H6NS",
  "method": "wB97M-V/def2-TZVPD",
  "e_lumo_ev": -4.6,
  "charge": 1,
  "homo_ev": -13.82,
  "homo_lumo_gap_ev": 9.3,
  "symbols": ["C", "C", "C", "C", "N", "S", "H", "H", "H", "H", "H", "H"],
  "positions_angstrom": [[0.960, -1.645, -0.754], [0.001, -0.770, -0.818], [-1.070, 0.081, -0.342], [-0.510, 0.561, 0.936], [1.284, -0.202, -0.793], [1.346, 0.688, 0.812], [1.523, -2.545, -1.024], [-2.048, -0.302, -0.201], [-1.268, 0.919, -1.117], [-0.675, -0.041, 1.802], [-1.154, 1.437, 1.323], [1.609, 1.819, 0.178]]
}

***

Relative energies, kJ/mol: A 405.3; B 0.0.

***

A | {
  "formula": "C4H6NS",
  "method": "wB97M-V/def2-TZVPD",
  "e_lumo_ev": [-6.3, -6.3],
  "charge": 1,
  "homo_ev": [-14.60, -14.60],
  "homo_lumo_gap_ev": [8.3, 8.3],
  "symbols": ["C", "C", "C", "C", "N", "S", "H", "H", "H", "H", "H", "H"],
  "positions_angstrom": [[-0.737, -0.721, -0.392], [0.513, 1.031, -0.262], [-1.822, -1.600, -0.515], [1.789, 1.733, -0.086], [0.486, -0.371, -0.372], [-1.025, 1.583, -0.128], [-1.590, -2.652, -0.747], [-2.721, -1.206, -0.959], [-2.268, -1.669, 0.568], [2.579, 1.169, 0.374], [1.620, 2.739, 0.388], [2.254, 1.865, -1.068]]
}

***

B | {
  "formula": "C4H6NS",
  "method": "wB97M-V/def2-TZVPD",
  "e_lumo_ev": -5.5,
  "charge": 1,
  "homo_ev": -13.71,
  "homo_lumo_gap_ev": 8.3,
  "symbols": ["C", "C", "C", "C", "N", "S", "H", "H", "H", "H", "H", "H"],
  "positions_angstrom": [[-0.769, -1.030, -1.280], [-0.010, -1.866, -1.828], [0.157, -0.128, 0.527], [0.804, 1.205, 0.455], [-1.201, -0.303, -0.126], [1.376, -1.418, -0.877], [0.136, -0.680, 1.451], [1.671, 0.940, 0.922], [0.322, 1.930, 1.046], [0.867, 1.561, -0.570], [-1.596, 0.637, -0.410], [-1.758, -0.846, 0.690]]
}

***

Relative energies, kJ/mol: A 0.0; B 348.5.

***

A | {
  "formula": "C16H48O8",
  "method": "wB97M-V/def2-TZVPD",
  "smiles": "CCO.CCO.CCO.CCO.CCO.CCO.CCO.CCO",
  "e_lumo_ev": 0.4,
  "charge": 0,
  "homo_ev": -9.89,
  "homo_lumo_gap_ev": 10.3,
  "symbols": ["C", "C", "O", "H", "H", "H", "H", "H", "H", "C", "C", "O", "H", "H", "H", "H", "H", "H", "C", "C", "O", "H", "H", "H", "H", "H", "H", "C", "C", "O", "H", "H", "H", "H", "H", "H", "C", "C", "O", "H", "H", "H", "H", "H", "H", "C", "C", "O", "H", "H", "H", "H", "H", "H", "C", "C", "O", "H", "H", "H", "H", "H", "H", "C", "C", "O", "H", "H", "H", "H", "H", "H"],
  "positions_angstrom": [[6.401, 18.946, 28.201], [5.223, 19.761, 28.708], [3.994, 19.115, 28.312], [7.330, 19.165, 28.735], [6.573, 19.183, 27.147], [6.235, 17.872, 28.268], [5.169, 20.784, 28.341], [5.179, 19.761, 29.796], [3.759, 19.351, 27.412], [15.353, 19.259, 26.602], [14.051, 19.950, 26.939], [13.742, 20.971, 26.009], [15.420, 18.808, 25.605], [15.614, 18.466, 27.300], [16.166, 19.987, 26.525], [14.166, 20.371, 27.946], [13.252, 19.205, 27.026], [12.815, 21.193, 26.133], [9.624, 14.264, 31.781], [8.259, 13.602, 31.626], [8.122, 12.495, 32.513], [9.637, 15.234, 31.273], [10.451, 13.719, 31.311], [9.920, 14.420, 32.817], [8.021, 13.286, 30.602], [7.507, 14.372, 31.820], [8.698, 11.808, 32.164], [15.144, 16.053, 31.084], [15.666, 15.905, 29.677], [14.615, 16.193, 28.733], [14.465, 15.261, 31.392], [14.702, 17.042, 31.192], [15.991, 15.977, 31.770], [16.018, 14.916, 29.361], [16.571, 16.506, 29.526], [14.994, 16.307, 27.857], [9.554, 22.091, 26.532], [9.091, 23.235, 25.657], [8.205, 24.138, 26.352], [8.766, 21.345, 26.694], [9.896, 22.378, 27.526], [10.322, 21.474, 26.057], [8.668, 22.926, 24.693], [9.963, 23.821, 25.328], [8.493, 25.008, 26.076], [10.622, 18.902, 29.269], [10.765, 17.636, 28.424], [11.280, 16.539, 29.170], [10.318, 19.721, 28.616], [11.531, 19.107, 29.833], [9.856, 18.719, 30.027], [11.404, 17.896, 27.575], [9.779, 17.309, 28.096], [12.243, 16.642, 29.169], [11.931, 18.215, 32.773], [12.133, 16.686, 32.939], [11.573, 16.325, 34.201], [12.425, 18.548, 31.858], [12.401, 18.709, 33.619], [10.866, 18.385, 32.640], [13.204, 16.494, 32.977], [11.556, 16.248, 32.122], [12.038, 15.546, 34.518], [7.883, 21.894, 30.531], [7.594, 23.126, 29.702], [6.953, 22.763, 28.487], [8.530, 21.205, 29.989], [6.943, 21.380, 30.743], [8.294, 22.178, 31.501], [8.492, 23.738, 29.556], [6.921, 23.791, 30.258], [7.476, 23.148, 27.761]]
}

***

B | {
  "formula": "C16H48O8",
  "method": "wB97M-V/def2-TZVPD",
  "smiles": "CCO.CCO.CCO.CCO.CCO.CCO.CCO.CCO",
  "e_lumo_ev": 0.3,
  "charge": 0,
  "homo_ev": -9.77,
  "homo_lumo_gap_ev": 10.1,
  "symbols": ["C", "C", "O", "H", "H", "H", "H", "H", "H", "C", "C", "O", "H", "H", "H", "H", "H", "H", "C", "C", "O", "H", "H", "H", "H", "H", "H", "C", "C", "O", "H", "H", "H", "H", "H", "H", "C", "C", "O", "H", "H", "H", "H", "H", "H", "C", "C", "O", "H", "H", "H", "H", "H", "H", "C", "C", "O", "H", "H", "H", "H", "H", "H", "C", "C", "O", "H", "H", "H", "H", "H", "H"],
  "positions_angstrom": [[0.152, 1.245, -0.272], [0.159, -0.238, -0.421], [-0.892, -0.870, 0.369], [-0.812, 1.700, -0.571], [0.851, 1.925, -0.986], [0.388, 1.538, 0.523], [1.070, -0.638, -0.021], [0.068, -0.559, -1.544], [-0.600, -1.845, 0.371], [-0.181, 1.045, -5.298], [0.798, 2.025, -4.626], [1.772, 2.288, -5.577], [-0.881, 1.490, -6.022], [-0.820, 0.765, -4.521], [0.189, 0.179, -5.841], [1.076, 1.366, -3.812], [0.428, 3.024, -4.273], [2.519, 3.041, -5.334], [1.833, 3.699, -0.206], [0.648, 4.288, -0.991], [1.113, 5.146, -1.956], [2.495, 3.264, -0.923], [1.453, 2.906, 0.389], [2.420, 4.520, 0.365], [0.091, 4.948, -0.356], [0.058, 3.759, -1.354], [0.400, 5.465, -2.600], [-2.486, -3.484, 0.954], [-1.141, -4.188, 0.972], [-0.295, -3.638, -0.041], [-2.822, -3.541, -0.014], [-2.393, -2.364, 1.443], [-3.121, -4.023, 1.689], [-1.057, -5.301, 0.849], [-0.696, -3.888, 1.879], [0.350, -4.245, -0.348], [3.991, -0.378, -1.588], [4.738, -0.176, -0.223], [5.944, 0.541, -0.442], [3.749, 0.633, -2.014], [3.032, -0.788, -1.324], [4.603, -1.076, -2.314], [4.878, -1.021, 0.316], [4.127, 0.438, 0.393], [6.498, -0.072, -0.072], [-2.348, -0.478, 3.236], [-2.181, -1.963, 3.599], [-2.654, -2.238, 4.890], [-3.402, -0.028, 3.251], [-1.916, -0.065, 2.437], [-1.487, 0.040, 3.614], [-1.098, -2.219, 3.355], [-2.673, -2.668, 3.133], [-2.429, -3.159, 5.052], [2.057, -2.860, 2.872], [2.056, -1.249, 2.929], [3.180, -0.968, 3.617], [2.437, -3.235, 3.665], [2.789, -3.173, 2.264], [1.266, -3.328, 2.452], [1.193, -0.919, 3.479], [1.895, -0.774, 2.005], [3.288, -1.419, 4.542], [-4.078, 1.837, -0.916], [-4.930, 0.991, -0.121], [-6.117, 1.076, -0.710], [-4.776, 2.842, -1.066], [-4.145, 1.677, -1.923], [-3.140, 1.849, -0.678], [-4.959, 1.265, 0.920], [-4.765, -0.187, -0.152], [-6.756, 0.450, -0.372]]
}

***

C | {
  "formula": "C16H48O8",
  "method": "wB97M-V/def2-TZVPD",
  "smiles": "CC(C)O.CC(C)O.CC(C)O.CC(C)O.CO.CO.CO.CO",
  "e_lumo_ev": 0.4,
  "charge": 0,
  "homo_ev": -9.55,
  "homo_lumo_gap_ev": 10.0,
  "symbols": ["C", "C", "C", "O", "H", "H", "H", "H", "H", "H", "H", "H", "C", "C", "C", "O", "H", "H", "H", "H", "H", "H", "H", "H", "C", "C", "C", "O", "H", "H", "H", "H", "H", "H", "H", "H", "C", "C", "C", "O", "H", "H", "H", "H", "H", "H", "H", "H", "C", "O", "H", "H", "H", "H", "C", "O", "H", "H", "H", "H", "C", "O", "H", "H", "H", "H", "C", "O", "H", "H", "H", "H"],
  "positions_angstrom": [[0.635, 0.316, -1.092], [1.318, 0.116, 0.242], [0.449, 0.556, 1.408], [1.675, -1.270, 0.419], [-0.431, 0.068, -1.093], [1.072, -0.279, -1.894], [0.654, 1.376, -1.367], [2.288, 0.612, 0.295], [1.001, 0.608, 2.350], [-0.418, -0.093, 1.539], [0.048, 1.575, 1.349], [0.857, -1.800, 0.282], [-3.214, 1.384, 0.153], [-2.731, 2.312, -0.940], [-2.726, 1.699, -2.350], [-3.679, 3.403, -0.998], [-2.594, 0.486, 0.207], [-4.237, 1.061, -0.047], [-3.174, 1.888, 1.117], [-1.783, 2.791, -0.673], [-3.777, 1.593, -2.613], [-2.263, 0.709, -2.341], [-2.170, 2.363, -3.010], [-3.464, 3.981, -1.735], [-0.773, -4.065, 3.772], [-2.215, -4.017, 3.259], [-2.705, -2.578, 3.172], [-2.240, -4.556, 1.915], [-0.104, -3.617, 3.039], [-0.493, -5.117, 3.878], [-0.613, -3.572, 4.731], [-2.877, -4.637, 3.869], [-3.672, -2.441, 2.695], [-1.956, -1.992, 2.630], [-2.708, -2.126, 4.167], [-2.272, -5.515, 1.978], [2.046, 4.219, 1.843], [2.625, 3.546, 3.114], [3.670, 2.515, 2.836], [3.037, 4.566, 4.024], [2.657, 5.080, 1.572], [1.067, 4.595, 2.142], [1.915, 3.501, 1.035], [1.771, 3.043, 3.583], [3.266, 1.734, 2.185], [4.060, 1.940, 3.679], [4.525, 2.981, 2.329], [3.840, 4.949, 3.644], [3.288, -2.507, -2.259], [3.915, -2.299, -1.019], [2.451, -3.208, -2.179], [2.901, -1.591, -2.729], [4.061, -2.861, -2.944], [3.245, -2.106, -0.342], [-0.893, -3.167, -1.080], [-0.705, -2.781, 0.280], [-0.599, -4.198, -1.287], [-1.936, -3.059, -1.392], [-0.297, -2.462, -1.653], [-1.373, -3.226, 0.831], [-0.995, -2.695, -4.669], [0.343, -2.375, -4.307], [-1.444, -3.450, -4.017], [-1.556, -1.765, -4.579], [-1.096, -3.040, -5.703], [0.879, -3.166, -4.438], [0.433, 4.360, -2.735], [1.738, 4.906, -2.758], [-0.350, 5.118, -2.715], [0.249, 3.758, -3.632], [0.247, 3.711, -1.870], [2.306, 4.211, -3.104]]
}

***

Relative energies, kJ/mol: A 85.6; B 1120.9; C 0.0.